# 1
119
Properties=species:S:1:pos:R:3 method="wB97M-V/def2-TZVPD" energy_ha=-2410.8745 total_charge=+2 multiplicity=2 e_above_lowest_ev=0.178
Ir -0.776 -0.494 -0.104
C -2.844 -3.881 3.467
C -1.821 -2.901 3.002
C -0.703 -2.459 3.662
C -0.044 -1.544 2.841
N -0.777 -1.445 1.689
N -1.855 -2.284 1.819
B -2.928 -2.460 0.734
N -2.252 -2.974 -0.542
N -1.316 -2.203 -1.157
C -0.967 -2.826 -2.304
C -1.666 -4.033 -2.369
C -2.473 -4.090 -1.251
C -3.452 -5.137 -0.844
C -0.098 -2.295 -3.432
C 0.266 -0.814 -3.264
C -0.887 -2.464 -4.745
C 1.173 -3.145 -3.581
N -3.574 -1.096 0.466
N -2.814 -0.083 -0.030
C -3.639 0.959 -0.276
C -4.925 0.597 0.130
C -4.852 -0.707 0.576
C -5.936 -1.596 1.079
C -3.322 2.260 -0.996
C -3.414 3.451 -0.030
C -4.421 2.477 -2.055
C -1.957 2.243 -1.695
C 1.245 -0.934 3.429
C 2.070 0.076 2.646
C 0.843 -0.233 4.742
C 2.190 -2.113 3.738
H -2.579 -4.227 4.463
H -3.835 -3.432 3.512
H -2.897 -4.746 2.806
H -0.395 -2.769 4.643
H -3.743 -3.236 1.110
H -1.624 -4.765 -3.156
H -3.436 -5.950 -1.565
H -3.212 -5.545 0.138
H -4.464 -4.736 -0.803
H -0.532 -0.261 -2.753
H 1.205 -0.673 -2.735
H 0.377 -0.339 -4.240
H -1.841 -1.942 -4.718
H -0.294 -2.074 -5.573
H -1.091 -3.513 -4.952
H 1.789 -3.142 -2.685
H 0.916 -4.180 -3.808
H 1.775 -2.760 -4.407
H -5.817 1.194 0.068
H -6.876 -1.049 1.100
H -6.062 -2.467 0.436
H -5.724 -1.951 2.087
H -4.414 3.520 0.397
H -2.702 3.384 0.789
H -3.217 4.377 -0.574
H -5.395 2.617 -1.589
H -4.199 3.378 -2.627
H -4.504 1.635 -2.737
H -1.156 2.601 -1.053
H -1.714 1.243 -2.070
H -1.974 2.895 -2.570
H 1.526 0.995 2.447
H 2.917 0.350 3.275
H 2.488 -0.343 1.736
H 0.151 0.589 4.546
H 0.370 -0.910 5.451
H 1.733 0.179 5.218
H 2.463 -2.641 2.822
H 3.104 -1.731 4.194
H 1.751 -2.833 4.425
C 5.874 -1.743 -2.074
C 5.400 -0.456 -1.390
C 5.655 0.727 -2.331
C 6.186 -0.255 -0.082
C 3.929 -0.541 -1.016
C 3.287 -1.758 -0.805
C 1.945 -1.791 -0.480
N 1.238 -0.676 -0.311
C 1.860 0.523 -0.391
C 3.177 0.615 -0.778
C 1.075 1.640 0.191
C 1.568 2.905 0.414
C 0.882 3.798 1.245
C -0.283 3.324 1.843
C -0.766 2.067 1.531
N -0.120 1.256 0.697
C 1.441 5.179 1.547
C 2.109 5.779 0.304
C 0.342 6.131 2.026
C 2.489 5.005 2.661
H 6.899 -1.609 -2.417
H 5.260 -1.986 -2.944
H 5.876 -2.596 -1.396
H 6.701 0.721 -2.637
H 5.474 1.691 -1.853
H 5.042 0.663 -3.232
H 7.252 -0.202 -0.303
H 6.022 -1.083 0.610
H 5.897 0.674 0.416
H 3.810 -2.695 -0.927
H 1.401 -2.720 -0.368
H 3.640 1.587 -0.856
H 2.514 3.189 -0.021
H -0.848 3.936 2.530
H -1.699 1.693 1.932
H 1.415 5.832 -0.538
H 2.995 5.224 -0.007
H 2.437 6.793 0.530
H -0.481 6.190 1.311
H 0.758 7.132 2.136
H -0.058 5.847 3.000
H 3.307 4.357 2.341
H 2.042 4.578 3.561
H 2.909 5.977 2.920
O -2.490 0.817 -5.091
N -3.204 0.115 -4.467
O -3.098 -0.444 -3.420

=====

# 2
6
Properties=species:S:1:pos:R:3 method="wB97M-V/def2-TZVPD" smiles="O=c1c([O-])c1Cl" energy_ha=-724.9661 total_charge=-1 e_above_lowest_ev=1.771
O 1.097 1.940 -0.066
C 0.514 0.674 0.064
C 0.470 -0.817 -0.001
O 1.052 -1.847 -0.091
C -0.684 -0.018 0.064
Cl -2.450 0.068 0.030

=====

# 3
92
Properties=species:S:1:pos:R:3 method="wB97M-V/def2-TZVPD" smiles="O=C1c2ccccc2C(=O)c2ccccc21.O=C1c2ccccc2C(=O)c2ccccc21.CCCC#N.CCCC#N.CCCC#N.ClCCCl" energy_ha=-3010.6763 e_above_lowest_ev=0.000
O 25.746 35.705 0.597
C 26.759 35.678 1.252
C 27.074 34.499 2.126
C 26.220 33.409 2.109
C 26.440 32.363 2.977
C 27.647 32.288 3.681
C 28.549 33.327 3.624
C 28.266 34.448 2.861
C 29.231 35.573 2.811
O 30.261 35.562 3.445
C 28.912 36.729 1.923
C 29.842 37.756 1.795
C 29.585 38.836 0.975
C 28.332 38.959 0.352
C 27.405 37.942 0.489
C 27.700 36.820 1.243
H 25.313 33.436 1.520
H 25.777 31.511 3.050
H 27.839 31.391 4.258
H 29.506 33.276 4.128
H 30.804 37.698 2.288
H 30.307 39.617 0.770
H 28.105 39.845 -0.225
H 26.453 37.961 -0.030
O 27.562 25.408 8.654
C 28.358 24.883 9.416
C 29.651 24.353 8.916
C 29.954 24.463 7.575
C 31.214 24.110 7.110
C 32.134 23.526 7.982
C 31.769 23.280 9.291
C 30.561 23.730 9.784
C 30.261 23.556 11.226
O 31.077 23.084 11.981
C 28.946 24.055 11.712
C 28.526 23.718 12.992
C 27.267 24.126 13.443
C 26.405 24.825 12.604
C 26.785 25.045 11.297
C 28.053 24.699 10.856
H 29.261 24.946 6.896
H 31.436 24.186 6.053
H 33.095 23.183 7.625
H 32.397 22.618 9.876
H 29.291 23.360 13.671
H 27.037 23.832 14.462
H 25.416 25.101 12.940
H 26.097 25.467 10.577
C 20.525 28.305 12.023
C 21.553 29.241 12.626
C 22.811 29.352 11.764
C 23.553 28.092 11.648
N 24.137 27.100 11.558
H 20.912 27.295 11.882
H 20.227 28.682 11.040
H 19.617 28.268 12.621
H 21.877 28.899 13.609
H 21.104 30.230 12.711
H 23.515 30.075 12.202
H 22.670 29.785 10.767
C 23.948 26.886 8.189
C 24.833 27.939 7.534
C 26.022 27.253 6.851
C 26.739 28.136 5.937
N 27.327 28.852 5.253
H 23.527 26.264 7.395
H 23.189 27.306 8.841
H 24.558 26.221 8.806
H 25.211 28.650 8.276
H 24.285 28.547 6.811
H 25.605 26.465 6.217
H 26.724 26.824 7.566
C 30.152 25.000 4.233
C 29.622 26.398 4.446
C 29.809 27.346 3.272
C 31.108 27.272 2.629
N 32.134 27.251 2.109
H 29.659 24.442 3.437
H 30.091 24.414 5.156
H 31.221 25.045 4.011
H 30.157 26.833 5.299
H 28.587 26.454 4.785
H 29.720 28.375 3.637
H 29.037 27.249 2.510
Cl 24.423 26.325 3.924
C 25.376 25.251 2.863
C 26.040 26.120 1.810
Cl 27.181 25.252 0.811
H 24.653 24.580 2.406
H 26.071 24.678 3.469
H 26.542 26.974 2.271
H 25.269 26.607 1.209

=====

# 4
100
Properties=species:S:1:pos:R:3 method="wB97M-V/def2-TZVPD" energy_ha=-7211.0710 total_charge=+2 e_above_lowest_ev=0.972
In -0.764 0.831 -1.072
C -1.173 1.791 -4.151
C -2.534 1.601 -3.654
C -3.618 1.870 -4.474
C -4.868 2.069 -3.912
C -4.974 1.861 -2.535
C -3.870 1.505 -1.759
N -2.624 1.405 -2.342
Sb -4.227 1.325 0.326
C -2.605 2.549 0.839
C -2.760 3.283 1.972
C -1.707 4.150 2.410
C -0.519 4.222 1.678
C -0.408 3.447 0.485
C 0.878 3.354 -0.231
N -1.376 2.584 0.125
C -3.110 -0.587 0.429
C -3.788 -1.513 1.203
C -3.162 -2.740 1.363
C -1.939 -2.940 0.773
C -1.236 -2.017 0.128
C 0.032 -2.377 -0.560
N -1.869 -0.798 -0.052
H -0.780 2.789 -3.908
H -1.208 1.841 -5.241
H -0.498 0.968 -3.840
H -3.340 2.059 -5.526
H -5.828 2.160 -4.499
H -5.865 2.015 -1.958
H -3.703 3.234 2.484
H -1.853 4.574 3.415
H 0.276 4.846 2.054
H 1.412 4.265 -0.052
H 0.807 3.326 -1.294
H 1.530 2.460 -0.004
H -4.706 -1.141 1.641
H -3.655 -3.534 1.996
H -1.547 -3.896 0.951
H 0.301 -3.378 -0.344
H 0.863 -1.667 -0.271
H -0.252 -2.433 -1.649
Br -1.183 -5.740 -2.376
C -2.170 -4.472 -3.346
C -2.429 -4.654 -4.715
C -3.358 -3.829 -5.305
C -3.982 -2.815 -4.531
C -3.631 -2.700 -3.202
N -2.814 -3.562 -2.622
H -1.936 -5.393 -5.316
H -3.564 -3.973 -6.343
H -4.578 -1.925 -4.911
H -3.954 -1.851 -2.607
C 4.371 -1.731 4.694
C 4.871 -2.219 3.279
C 4.894 -1.203 2.142
C 3.479 -0.608 1.677
N 3.125 0.532 2.531
C 1.910 1.043 2.726
S 0.586 0.347 1.948
N 1.888 2.187 3.399
C 0.788 2.685 4.207
C 0.369 1.806 5.385
C 1.353 1.728 6.588
C 2.807 1.179 6.392
H 4.488 -2.597 5.371
H 3.311 -1.371 4.672
H 4.973 -0.847 4.903
H 4.147 -3.000 3.050
H 5.851 -2.755 3.421
H 5.235 -1.699 1.226
H 5.651 -0.406 2.381
H 2.731 -1.332 1.873
H 3.670 -0.258 0.658
H 3.948 0.963 2.984
H 2.793 2.320 3.917
H -0.046 2.735 3.466
H 1.068 3.682 4.592
H 0.153 0.769 4.944
H -0.470 2.255 5.861
H 0.897 1.089 7.311
H 1.338 2.762 7.005
H 2.867 0.142 5.960
H 3.178 1.001 7.383
H 3.473 1.864 5.928
C 2.932 -1.959 -2.993
Ge 1.420 -0.695 -3.455
C -0.145 -1.854 -3.806
C 1.876 0.211 -5.094
C 1.076 0.570 -1.955
H 3.799 -1.338 -2.788
H 3.106 -2.623 -3.882
H 2.803 -2.647 -2.136
H -0.505 -1.757 -4.818
H -1.043 -1.607 -3.210
H 0.021 -2.900 -3.607
H 1.230 -0.234 -5.890
H 2.889 0.063 -5.430
H 1.665 1.269 -5.084
H 1.314 1.593 -2.299
H 1.732 0.395 -1.099

=====

# 5
9
Properties=species:S:1:pos:R:3 method="wB97M-V/def2-TZVPD" energy_ha=-229.0955 e_above_lowest_ev=6.248
O 0.424 -0.105 0.652
H 1.115 0.327 1.153
H 0.100 0.571 0.057
O -0.165 1.325 -0.475
H -0.815 1.214 -1.169
H 0.581 1.738 -0.909
O -0.142 -1.934 0.091
H -1.053 -2.132 0.309
H -0.045 -1.003 0.291

=====

# 6
47
Properties=species:S:1:pos:R:3 method="wB97M-V/def2-TZVPD" energy_ha=-1914.2179 total_charge=+2 multiplicity=3 e_above_lowest_ev=6.093
C 1.376 -1.005 -1.199
I 0.124 -0.440 2.866
H 0.695 -1.448 -2.012
H 2.353 -1.574 -1.123
H 1.386 0.046 -1.509
Au -2.848 0.289 -1.236
P 0.031 -1.936 0.236
C 1.629 -2.318 1.180
C -1.103 -2.984 1.470
H -0.777 -4.040 1.402
H 0.321 -4.344 -0.213
H -2.156 -2.923 1.127
H -0.736 -3.476 -1.447
H 1.695 -1.612 1.996
H -1.061 -2.630 2.541
C 0.191 -3.469 -0.845
H 1.559 -3.342 1.552
H 1.065 -3.280 -1.458
H 2.421 -2.082 0.477
P -1.072 2.223 -1.006
C 0.439 3.297 -0.772
C -1.558 2.485 -2.790
H -3.231 2.346 0.014
H -2.718 3.962 -0.495
H -2.004 3.182 0.967
C -2.394 3.042 -0.035
H -2.375 1.764 -3.049
H -1.885 3.511 -2.993
H 0.163 4.181 -1.377
H 1.247 2.740 -1.320
H -0.641 2.199 -3.373
H 0.759 3.552 0.246
C 1.643 1.037 1.056
O 2.466 0.740 0.324
O 0.438 2.683 2.561
B 1.336 1.514 2.483
O 2.645 1.433 3.125
C 2.070 2.210 4.114
C 2.079 1.979 5.457
C 1.490 2.840 6.337
C 0.818 3.968 5.882
C 0.495 4.079 4.515
C 1.014 3.111 3.718
H 2.566 1.128 5.836
H 1.588 2.756 7.412
H 0.554 4.819 6.509
H 0.079 4.910 3.927

=====

# 7
89
Properties=species:S:1:pos:R:3 method="wB97M-V/def2-TZVPD" energy_ha=-2991.6507 total_charge=-1 multiplicity=5
V 0.927 3.279 -1.259
B -0.383 4.878 -1.881
H -0.109 5.145 -0.872
H -0.846 3.904 -1.898
H -1.109 5.597 -2.226
H 0.460 4.874 -2.555
C -0.562 0.143 -1.297
O -0.113 1.386 -0.797
H 0.289 -0.508 -1.495
H -1.225 -0.465 -0.681
H -1.147 0.242 -2.212
C -3.673 -2.313 0.272
C -3.743 -3.362 1.352
O -2.941 -4.279 1.380
C -4.799 -3.191 2.378
H -4.532 -2.338 -0.399
H -2.805 -2.469 -0.368
H -3.621 -1.370 0.816
H -4.764 -3.871 3.228
H -5.763 -3.351 1.895
H -4.647 -2.164 2.711
C 0.984 -3.088 0.618
C 0.744 -4.136 1.700
O 1.078 -5.311 1.532
C 0.261 -3.651 3.067
H 0.024 -2.676 0.309
H 1.454 -3.520 -0.265
H 1.583 -2.216 0.883
H -0.815 -3.497 3.148
H 0.794 -2.803 3.494
H 0.506 -4.372 3.847
C -0.633 3.166 2.640
C 0.175 4.114 1.868
O 0.799 3.741 0.879
C 0.117 5.572 2.409
H -1.478 3.708 3.065
H -0.104 2.666 3.451
H -0.887 2.392 1.916
H -0.544 6.113 1.732
H 1.123 5.988 2.469
H -0.260 5.566 3.432
F 3.787 -0.903 5.016
C 3.654 -0.245 3.828
C 2.453 -0.447 3.159
C 2.335 0.095 1.841
C 3.409 0.822 1.267
C 4.552 1.087 1.995
C 4.671 0.525 3.305
H 1.718 -1.067 3.650
H 1.418 0.047 1.273
H 3.311 1.186 0.255
H 5.432 1.560 1.582
H 5.569 0.727 3.869
F 0.149 0.093 -8.737
C -0.641 0.156 -7.608
C -1.999 0.462 -7.712
C -2.720 0.714 -6.504
C -2.152 0.579 -5.249
C -0.809 0.202 -5.184
C -0.065 0.005 -6.380
H -2.529 0.438 -8.652
H -3.757 0.989 -6.635
H -2.768 0.632 -4.364
H -0.305 0.133 -4.232
H 0.976 -0.253 -6.246
F 3.029 -2.335 -5.240
C 3.682 -1.892 -4.144
C 2.892 -1.738 -3.016
C 3.477 -1.287 -1.815
C 4.799 -0.865 -1.777
C 5.638 -1.127 -2.861
C 5.053 -1.633 -4.081
H 1.857 -2.048 -3.028
H 2.737 -1.108 -1.049
H 5.172 -0.381 -0.886
H 6.691 -0.920 -2.739
H 5.713 -1.948 -4.877
F -1.210 -1.472 4.722
C -2.123 -0.705 4.146
C -3.225 -0.251 4.918
C -4.118 0.696 4.433
C -3.993 1.092 3.109
C -2.944 0.588 2.280
C -1.985 -0.278 2.789
H -3.182 -0.578 5.946
H -4.831 0.956 5.202
H -4.631 1.860 2.696
H -2.802 0.983 1.285
H -1.197 -0.667 2.162

=====

# 8
10
Properties=species:S:1:pos:R:3 method="wB97M-V/def2-TZVPD" energy_ha=-297.5144 e_above_lowest_ev=3.536
N 1.498 0.193 1.321
C 0.544 1.064 0.951
N -0.256 1.823 0.588
C -1.327 0.433 -1.731
N -0.852 -0.513 -1.217
N -0.139 -1.386 -0.666
H 1.287 -0.753 1.013
H 1.817 0.290 2.276
H -2.108 1.150 -1.560
H -0.463 -2.301 -0.975